{
  "formula": "C5H11IN4O",
  "method": "ωB97M-V/def2-TZVPD",
  "elements": ["C", "C", "C", "C", "C", "N", "N", "N", "N", "O", "I", "H", "H", "H", "H", "H", "H", "H", "H", "H", "H", "H"],
  "xyz": [[-1.9769, -1.2652, 0.0003], [2.0459, 1.5794, 0.1639], [-0.2559, 0.2247, -1.0184], [-2.1839, -2.0778, 1.2002], [3.3237, 1.5493, 0.8477], [-2.9058, -0.9596, -0.8421], [1.5308, 0.4584, -0.3438], [-0.5754, 0.7913, -2.0024], [-0.7675, -0.5573, -0.0755], [1.4014, 2.6672, 0.0791], [2.4927, -1.3022, -0.5782], [-3.2036, -2.0205, 1.7047], [-2.0431, -3.1806, 0.7836], [-1.3385, -1.8993, 1.9309], [3.9967, 0.7735, 0.5937], [3.8343, 2.4730, 0.8408], [2.9916, 1.4432, 1.9226], [-3.8045, -1.5573, -0.7665], [-2.7781, -0.2899, -1.6390], [0.6714, 2.8034, -0.5977], [-0.3822, 1.0935, -2.9937], [-0.0730, -0.7471, 0.7898]],
  "nbo_charge": [0.604, 0.691, 0.731, -0.721, -0.719, -0.659, -0.737, -0.635, -0.646, -0.596, 0.471, 0.317, 0.312, 0.271, 0.270, 0.287, 0.286, 0.472, 0.468, 0.538, 0.507, 0.488],
  "relative_energy_kcal_mol": 0.00,
  "lumo_energy_ha": -0.298,
  "total_charge": 2,
  "orbital_gap_ha": 0.3108
}

***

{
  "formula": "C5H11N",
  "method": "ωB97M-V/def2-TZVPD",
  "elements": ["N", "C", "C", "C", "C", "C", "H", "H", "H", "H", "H", "H", "H", "H", "H", "H", "H"],
  "xyz": [[0.2803, 0.2400, 1.1262], [1.5201, 0.4124, 0.3742], [1.3608, -0.4033, -0.9549], [-0.1551, -0.4928, -1.0969], [-0.7242, 0.3822, 0.0478], [-2.1164, -0.0132, 0.4975], [0.2077, -0.7557, 1.3463], [1.5573, 1.4623, 0.0779], [2.4356, 0.1734, 0.9070], [1.8438, -1.3789, -0.8412], [1.8618, 0.1175, -1.7656], [-0.5160, -1.5132, -0.9485], [-0.5924, -0.2252, -2.0650], [-0.7417, 1.4166, -0.2877], [-2.8608, 0.3034, -0.2359], [-2.3555, 0.4720, 1.4497], [-2.1856, -1.0792, 0.7127]],
  "nbo_charge": [-0.594, -0.224, -0.432, -0.430, -0.054, -0.614, 0.331, 0.180, 0.202, 0.201, 0.208, 0.196, 0.213, 0.183, 0.215, 0.221, 0.199],
  "relative_energy_kcal_mol": 5.24,
  "smiles": "C[C@@H]1CCCN1",
  "lumo_energy_ha": 0.045,
  "orbital_gap_ha": 0.3840
}

***

{
  "formula": "C5H11N",
  "method": "ωB97M-V/def2-TZVPD",
  "elements": ["C", "C", "N", "C", "C", "C", "H", "H", "H", "H", "H", "H", "H", "H", "H", "H", "H"],
  "xyz": [[-1.9798, 1.1917, -0.5556], [-2.2554, -0.0959, -0.7312], [0.6138, -1.1433, -0.7124], [1.2825, -1.6395, 0.2243], [1.2218, -0.1943, 0.3058], [2.3231, 0.7116, -0.1799], [-1.5169, -0.4522, 1.6405], [-0.9690, 1.5750, -0.6876], [-2.7431, 1.9117, -0.2729], [-3.2542, -0.4977, -0.5793], [-1.4744, -0.7988, -1.0045], [-1.1570, -1.0341, 1.9351], [1.5956, -2.6243, 0.5502], [0.5126, 0.2568, 1.0023], [3.0241, 0.9638, 0.6233], [1.9005, 1.6451, -0.5694], [2.8758, 0.2244, -0.9886]],
  "nbo_charge": [-0.407, -0.383, -0.327, 0.055, -0.136, -0.635, 0.015, 0.189, 0.191, 0.189, 0.224, -0.022, 0.209, 0.193, 0.216, 0.214, 0.215],
  "relative_energy_kcal_mol": 93.56,
  "smiles": "C[C@@H]1C=N1.[H][H].C=C",
  "lumo_energy_ha": 0.044,
  "orbital_gap_ha": 0.4043
}

***

{
  "formula": "C5H11N",
  "method": "ωB97M-V/def2-TZVPD",
  "elements": ["C", "C", "C", "C", "C", "H", "H", "H", "H", "H", "H", "H", "H", "H", "H", "H", "N"],
  "xyz": [[-0.2260, -2.3167, -0.8058], [1.0330, -0.6741, 0.3339], [-0.0802, 0.3268, 0.3698], [0.0770, 1.6621, 0.2186], [-1.0248, 2.6898, 0.4106], [-0.3345, -2.8007, 0.1401], [-1.1126, -1.6714, -0.9475], [-0.1978, -3.0640, -1.6233], [1.8609, -2.1148, -0.8618], [0.9759, -1.2969, 1.2350], [2.0039, -0.1691, 0.3762], [-1.0777, -0.0726, 0.5751], [1.1204, 2.0407, -0.0998], [-1.2139, 3.3840, -0.4411], [-2.0084, 2.2858, 0.6071], [-0.8053, 3.3023, 1.3179], [1.0103, -1.5113, -0.8050]],
  "nbo_charge": [-0.421, -0.252, -0.206, -0.164, -0.651, 0.162, 0.196, 0.204, 0.359, 0.156, 0.199, 0.190, 0.197, 0.219, 0.213, 0.218, -0.617],
  "relative_energy_kcal_mol": 30.09,
  "smiles": "C/C=C/CNC",
  "lumo_energy_ha": 0.043,
  "orbital_gap_ha": 0.3620
}

***

{
  "formula": "C5H11N",
  "method": "ωB97M-V/def2-TZVPD",
  "elements": ["C", "N", "C", "C", "C", "C", "H", "H", "H", "H", "H", "H", "H", "H", "H", "H", "H"],
  "xyz": [[-1.9263, -0.3283, -0.2839], [0.5478, -0.0531, -1.8210], [0.5351, 0.0789, -0.4253], [-0.5962, 0.1262, 0.2843], [-0.6048, 0.1693, 1.8076], [1.9087, 0.1051, 0.2362], [-2.1757, -1.2373, 0.2716], [-2.7164, 0.4072, -0.1007], [-1.9095, -0.4836, -1.3544], [-0.0848, -0.7141, -2.2474], [1.4676, -0.2214, -2.1921], [-0.0900, 1.0359, 2.2182], [-1.6224, 0.0459, 2.1401], [-0.0447, -0.7217, 2.1528], [2.6388, -0.3313, -0.4187], [1.7691, -0.3242, 1.2195], [2.1476, 1.1460, 0.4679]],
  "nbo_charge": [-0.626, -0.826, 0.188, -0.091, -0.635, -0.654, 0.207, 0.210, 0.202, 0.372, 0.363, 0.216, 0.214, 0.202, 0.210, 0.224, 0.222],
  "relative_energy_kcal_mol": 15.95,
  "smiles": "CC(C)=C(C)N",
  "lumo_energy_ha": 0.039,
  "orbital_gap_ha": 0.3160
}

***

{
  "formula": "C5H11N",
  "method": "ωB97M-V/def2-TZVPD",
  "elements": ["C", "C", "C", "H", "H", "H", "H", "H", "H", "C", "C", "N", "H", "H", "H", "H", "H"],
  "xyz": [[1.5463, -1.0805, -2.3161], [0.4341, -0.0691, -2.2935], [0.3228, 0.8604, -1.3563], [2.4978, -0.6468, -2.0068], [1.3409, -1.9362, -1.6645], [1.7017, -1.4977, -3.3159], [-0.3116, -0.1123, -3.0734], [-0.4863, 1.5891, -1.3001], [1.0369, 0.9444, -0.5403], [-1.7686, 0.9313, 2.0610], [-0.7115, 0.2190, 2.4223], [-0.1137, -0.7429, 1.6203], [-2.1615, 0.7936, 1.0554], [-2.3575, 1.6053, 2.6658], [-0.2655, 0.2887, 3.4076], [-0.4067, -0.7207, 0.6547], [0.8842, -0.8278, 1.7302]],
  "nbo_charge": [-0.658, -0.177, -0.413, 0.218, 0.219, 0.218, 0.199, 0.205, 0.188, -0.527, 0.013, -0.816, 0.182, 0.209, 0.187, 0.380, 0.372],
  "relative_energy_kcal_mol": 34.46,
  "smiles": "C=CC.C=CN",
  "lumo_energy_ha": 0.040,
  "orbital_gap_ha": 0.3431
}

***

{
  "formula": "C5H11N",
  "method": "ωB97M-V/def2-TZVPD",
  "elements": ["C", "C", "C", "C", "N", "C", "H", "H", "H", "H", "H", "H", "H", "H", "H", "H", "H"],
  "xyz": [[-0.9026, -0.5499, 2.2665], [-0.7060, -1.2648, 0.9044], [-0.3740, 0.0334, 0.2413], [1.0228, 0.0491, -0.2671], [0.4322, 0.0148, -1.6348], [0.5316, 1.3658, -2.1985], [-0.0477, 0.1082, 2.4731], [-1.7851, 0.0899, 2.2045], [-0.9949, -1.2575, 3.0924], [0.0984, -2.0175, 0.9586], [-1.6354, -1.7638, 0.6095], [-0.6026, -0.0722, -1.4379], [1.6631, -0.8260, -0.0871], [1.5834, 0.9725, -0.0946], [0.0741, 1.3916, -3.1916], [1.5924, 1.6156, -2.2920], [0.0502, 2.1108, -1.5468]],
  "nbo_charge": [-0.591, -0.525, 0.010, -0.358, -0.529, -0.424, 0.216, 0.230, 0.223, 0.179, 0.224, 0.375, 0.177, 0.200, 0.202, 0.197, 0.194],
  "relative_energy_kcal_mol": 103.73,
  "lumo_energy_ha": 0.036,
  "orbital_gap_ha": 0.3411
}

***

{
  "formula": "C5H11N",
  "method": "ωB97M-V/def2-TZVPD",
  "elements": ["C", "C", "C", "C", "C", "H", "H", "H", "H", "H", "H", "H", "H", "H", "H", "H", "N"],
  "xyz": [[1.3839, 1.1941, -0.0587], [1.3484, -1.2155, -0.0327], [-0.6475, -0.0041, 0.4402], [-1.8035, -0.7392, -0.1979], [-1.7634, 0.7541, -0.1574], [0.8172, 2.1057, -0.3807], [1.8071, 1.3386, 1.0035], [2.2775, 1.0942, -0.6860], [2.2953, -1.2363, -0.6360], [0.7559, -2.1062, -0.3479], [1.6000, -1.3582, 1.0258], [-0.6042, -0.0427, 1.5142], [-2.5201, -1.1928, 0.4377], [-1.6012, -1.2060, -1.1602], [-1.4893, 1.3603, -1.0148], [-2.4243, 1.2597, 0.5324], [0.5685, -0.0057, -0.2815]],
  "nbo_charge": [-0.414, -0.414, -0.068, -0.422, -0.421, 0.205, 0.163, 0.199, 0.200, 0.204, 0.167, 0.177, 0.214, 0.223, 0.220, 0.210, -0.443],
  "relative_energy_kcal_mol": 33.10,
  "smiles": "CN(C)C1CC1",
  "lumo_energy_ha": 0.045,
  "orbital_gap_ha": 0.3640
}

***

{
  "formula": "C5H11N",
  "method": "ωB97M-V/def2-TZVPD",
  "elements": ["C", "C", "N", "C", "C", "C", "H", "H", "H", "H", "H", "H", "H", "H", "H", "H", "H"],
  "xyz": [[-1.9161, 1.1163, -0.2984], [-1.5101, -0.3573, -0.0768], [-0.0894, -0.5346, -0.3529], [0.6940, -1.5489, 0.3308], [0.9789, -0.1036, 0.5301], [2.1295, 0.5114, -0.2066], [-3.0051, 1.2285, -0.2572], [-1.4864, 1.7662, 0.4716], [-1.5677, 1.4620, -1.2755], [-1.8433, -0.6948, 0.9219], [-1.9921, -0.9901, -0.8290], [0.2680, -2.1713, 1.1291], [1.3790, -2.0501, -0.3345], [0.7049, 0.3549, 1.4903], [3.0339, 0.5425, 0.4048], [1.8486, 1.5165, -0.5221], [2.3735, -0.0473, -1.1255]],
  "nbo_charge": [-0.614, -0.212, -0.420, -0.255, -0.087, -0.609, 0.210, 0.201, 0.214, 0.163, 0.197, 0.193, 0.193, 0.192, 0.207, 0.211, 0.215],
  "relative_energy_kcal_mol": 29.15,
  "smiles": "CCN1C[C@H]1C",
  "lumo_energy_ha": 0.047,
  "orbital_gap_ha": 0.3701
}

***

{
  "formula": "C5H11N",
  "method": "ωB97M-V/def2-TZVPD",
  "elements": ["C", "N", "C", "C", "C", "C", "H", "H", "H", "H", "H", "H", "H", "H", "H", "H", "H"],
  "xyz": [[1.2341, -0.1498, -1.0520], [1.3323, 0.7337, 1.0138], [0.2935, 0.4676, 1.7360], [0.0922, 0.0712, -0.0254], [-0.9499, 1.0756, -0.5329], [-0.5428, -1.3346, 0.1317], [1.8651, -0.9841, -0.7373], [0.7296, -0.4032, -1.9887], [1.8731, 0.7206, -1.1968], [-0.5277, 1.1977, 1.9017], [0.2355, -0.3982, 2.4289], [-1.9184, 0.9885, -0.0251], [-1.1285, 0.8790, -1.5964], [-0.5840, 2.0990, -0.4243], [-1.4882, -1.3476, 0.6843], [-0.7506, -1.7002, -0.8832], [0.1552, -2.0354, 0.5981]],
  "mulliken_charge": [-1.607, -0.674, -0.469, 1.861, -1.720, -1.637, 0.348, 0.453, 0.392, 0.300, 0.287, 0.418, 0.381, 0.415, 0.378, 0.402, 0.470],
  "relative_energy_kcal_mol": 95.61,
  "lumo_energy_ha": 0.032,
  "orbital_gap_ha": 0.3145
}

***

Number 1: E_tot -788.37466 a.u.. Number 2: E_tot -251.85417 a.u.. Number 3: E_tot -251.71343 a.u.. Number 4: E_tot -251.81458 a.u.. Number 5: E_tot -251.83712 a.u.. Number 6: E_tot -251.80762 a.u.. Number 7: E_tot -251.69722 a.u.. Number 8: E_tot -251.80978 a.u.. Number 9: E_tot -251.81607 a.u.. Number 10: E_tot -251.71016 a.u..